[1]
Here is 8 unconnected molecules or ions with the total composition C28H56O12 from the Open Molecules 2025 dataset. Energies are from ωB97M-V with the def2-TZVPD basis set.

Calculated values
Gap between HOMO and LUMO   9.6911 eV
SMILES string   CCOC(C)=O.CCOC(C)=O.CCOC(C)=O.CCOC(C)=O.CC(C)=O.CC(C)=O.CC(C)=O.CC(C)=O
HOMO   -9.6 eV
Relative energy (zero: lowest compared OMol25 entry of this formula, charge and spin)   314.9 kcal per mole

Each line ends with the Löwdin charge.
Positions of all 96 atoms, in Å:
H: 0.374 3.992 2.523  0.06
C: 1.187 -7.804 -5.115  -0.22
C: -5.418 1.367 0.776  -0.49
O: 0.388 0.069 -0.957  0.00
O: -5.477 0.037 1.284  -0.06
H: 4.592 -1.626 -4.427  0.17
C: 4.510 0.958 3.420  -0.20
H: 5.286 0.613 4.143  0.15
O: 1.101 1.188 -2.831  0.05
H: -0.009 -1.949 -2.636  0.09
C: -4.365 -0.893 0.904  -0.14
H: -2.278 1.243 7.127  0.12
C: -6.622 2.190 1.196  0.00
O: -0.234 -5.418 -5.652  0.12
O: 1.340 6.422 4.280  0.01
H: 2.495 -8.549 -3.464  0.06
C: 0.433 1.189 -0.056  -0.19
H: -4.930 -1.003 -0.897  0.01
H: 5.394 -0.111 -3.751  0.04
O: -3.819 0.763 -5.175  -0.01
C: -3.208 1.475 -4.253  -0.36
O: 1.489 -6.504 -4.590  -0.08
H: -0.389 1.922 -0.217  0.14
C: 0.154 -1.022 -3.136  0.06
C: 0.185 0.663 1.391  -0.05
C: -2.537 1.186 4.945  -0.35
H: 2.991 4.330 4.581  0.13
H: -4.197 0.546 3.817  0.10
H: 2.255 -9.714 -4.978  0.09
H: -3.229 -0.222 6.651  0.14
H: 0.842 -1.190 -3.757  -0.01
H: -3.465 -0.302 0.609  0.12
H: 0.061 -7.963 -4.691  0.16
H: 3.894 0.115 -4.226  0.02
H: -0.789 0.306 1.640  0.02
H: 5.319 0.149 -1.020  0.09
C: 0.597 0.213 -2.238  -0.46
C: 1.236 -4.160 -4.471  0.00
H: 4.300 0.064 2.816  0.11
H: 0.703 -3.270 -4.804  0.07
H: -2.040 2.514 -5.639  0.12
H: -2.181 3.260 -4.176  0.01
C: -3.483 1.264 -2.800  -0.03
C: 2.721 4.554 3.439  -0.04
H: 0.555 1.870 4.385  0.06
H: -2.808 0.816 2.749  0.10
H: 5.339 2.964 3.133  0.11
H: 0.519 1.391 2.370  0.11
H: 3.364 5.134 2.964  0.02
H: -0.528 5.512 2.468  0.09
H: 6.099 1.569 2.169  0.04
H: -7.252 1.800 2.062  0.10
O: -4.519 1.863 0.179  0.11
H: 1.169 -7.800 -6.314  0.15
H: 0.980 -0.278 1.704  0.15
H: -2.816 0.860 -2.085  0.07
H: -0.653 -0.890 -3.661  0.03
H: -4.232 -1.384 1.775  0.07
H: 1.354 1.563 -0.333  0.08
C: -2.020 2.379 -4.520  0.00
O: -2.137 2.544 4.734  -0.10
H: 0.565 0.602 5.400  0.06
C: 5.207 2.015 2.459  -0.05
H: 1.203 -4.055 -3.376  0.09
C: 1.503 5.478 3.418  -0.47
O: 3.225 -2.006 -2.230  -0.04
C: -4.864 -1.759 -0.293  0.01
H: 3.517 -8.193 -5.028  0.12
H: -4.307 0.820 -2.518  0.01
H: 3.960 -0.635 -0.172  0.11
H: -5.778 -2.246 -0.055  0.09
H: -1.140 1.866 -4.301  0.06
O: 3.209 1.343 3.737  -0.03
H: 3.621 0.976 -1.306  0.11
C: 2.469 -8.630 -4.575  -0.09
C: -3.121 0.475 3.773  -0.03
H: 2.331 -4.144 -4.876  0.13
C: 0.516 5.111 2.397  -0.06
C: 0.722 -5.456 -4.955  -0.60
H: 0.740 4.979 1.170  0.16
O: 2.656 -0.682 4.517  0.02
H: -3.091 -0.488 3.787  0.01
H: 4.689 2.268 1.545  0.06
H: 1.646 2.126 5.535  0.11
C: 2.451 0.594 4.430  -0.52
H: -4.303 -2.474 -0.576  0.02
H: -6.456 3.292 1.519  0.12
C: -2.419 0.545 6.221  -0.06
H: -3.572 2.279 -2.299  0.11
C: 1.247 1.269 4.971  0.02
H: -1.576 -0.149 5.991  0.10
C: 3.945 -0.911 -2.393  -0.40
H: -7.359 2.207 0.398  0.07
C: 4.193 -0.038 -1.158  -0.05
H: 2.337 3.377 3.223  0.13
C: 4.462 -0.559 -3.766  -0.02

=====

[2]
Here is 4 unconnected molecules or ions with the total composition C28H58B2N3O10S2 from the Open Molecules 2025 dataset. Energies are from ωB97M-V with the def2-TZVPD basis set.

Calculated values
Gap between HOMO and LUMO   5.9832 eV
HOMO   -10.4 eV
Relative energy (zero: lowest compared OMol25 entry of this formula, charge and spin)   55.1 kcal per mole
Net charge   +1

Each line ends with the Löwdin charge.
Positions of all 103 atoms, in Å:
H: -1.135 -1.024 -4.328  0.08
H: -0.596 0.494 9.613  0.13
H: -3.683 -0.641 0.833  0.14
H: -4.331 -2.564 -1.438  0.06
H: 6.682 5.328 -1.329  0.13
O: 1.054 1.947 3.259  0.13
H: -0.531 -0.230 -5.800  0.09
B: -3.305 0.586 -1.758  -0.53
C: 1.522 -2.704 -7.421  -0.10
C: -1.764 -0.120 1.861  -0.10
H: -3.997 -0.269 4.499  0.13
C: 3.572 4.396 -3.874  -1.04
H: 1.866 -2.287 -3.285  0.12
H: -6.131 -3.467 -2.933  0.12
H: 2.556 -1.757 9.361  0.09
C: 4.536 7.025 -2.284  -0.18
C: -4.148 -3.635 -1.546  -0.11
H: 0.540 2.564 2.705  0.10
H: 3.555 -1.733 7.897  0.09
H: -3.795 -3.843 -2.559  0.09
H: 2.451 -3.004 -7.915  0.09
C: -0.412 1.960 -1.820  -0.10
S: 2.434 5.389 -4.524  0.70
C: -0.480 0.542 1.729  0.00
H: -3.142 2.646 -1.788  0.06
C: 5.137 6.207 -3.499  -0.18
N: -3.749 1.936 -2.214  0.15
H: -7.269 -4.260 -1.834  0.13
H: -4.070 -6.451 -2.038  0.08
C: -2.234 -0.822 3.167  -0.10
H: 0.849 1.089 -3.449  0.09
H: 0.565 1.300 8.551  0.12
H: 3.694 4.545 -1.577  0.11
C: -6.278 -4.344 -2.293  -0.20
H: 2.373 2.117 10.090  0.09
H: -4.676 2.155 -1.819  0.10
C: -3.127 0.201 3.979  -0.20
H: -0.692 -1.994 -5.761  0.09
H: 0.209 -1.740 8.902  0.13
H: -2.868 -1.700 2.846  0.13
H: -0.321 3.036 -1.489  0.13
H: 1.609 3.554 -2.205  0.07
C: -0.436 -1.114 -5.168  -0.10
O: 1.257 -3.573 -6.328  -0.19
H: 3.297 0.707 10.646  0.09
H: 6.258 6.307 -3.392  0.14
H: 1.596 -1.659 -7.107  0.08
H: -4.692 -0.316 -2.709  0.13
N: -0.129 1.160 0.519  0.16
O: 1.671 -0.994 7.624  -0.21
C: 0.971 1.373 -2.369  -0.20
H: 4.669 8.118 -2.474  0.13
O: 0.898 -1.167 -4.681  -0.22
H: 2.891 0.863 8.928  0.08
C: -6.227 -5.626 -3.109  -0.20
O: -4.986 -5.764 -3.790  -0.19
H: 4.887 6.634 -4.495  0.11
C: 1.242 -0.560 3.734  0.01
H: -1.415 -1.243 3.792  0.11
C: 2.534 1.044 9.945  -0.11
C: -0.955 1.189 -0.581  -0.12
C: -2.272 0.547 -0.519  0.02
H: 0.781 1.630 0.465  0.17
H: -7.009 -5.585 -3.873  0.13
H: 0.591 -1.462 3.828  0.06
H: -0.349 -0.767 7.534  0.12
B: 0.602 0.653 2.926  -0.39
H: -3.084 -6.449 -3.511  0.09
C: 0.427 -0.851 8.302  -0.20
H: 0.701 -2.796 -8.132  0.09
H: -6.422 -6.500 -2.479  0.13
H: -2.065 1.726 4.546  0.09
S: 3.157 2.583 -3.787  0.83
C: -2.705 -0.128 0.708  0.11
O: -5.329 -4.357 -1.231  -0.19
H: -4.356 -7.671 -3.311  0.09
C: 2.050 2.520 -2.299  -0.50
C: 0.396 0.406 9.159  -0.20
H: -1.119 1.970 -2.686  0.12
C: -4.084 -6.629 -3.116  -0.11
O: -3.784 -0.543 -2.418  0.13
C: 2.547 -1.901 8.278  -0.11
H: 2.956 -2.746 -5.464  0.13
H: 5.066 3.321 -1.761  0.12
O: 5.178 6.719 -1.031  -0.15
O: -2.259 0.861 4.945  -0.08
O: 1.335 0.336 10.224  -0.19
N: 4.840 4.767 -3.344  -0.17
H: 1.470 -0.183 4.774  0.09
H: -3.540 1.021 3.331  0.13
H: 5.601 4.927 0.066  0.13
H: 2.227 -0.890 3.298  0.09
C: 5.619 5.363 -0.968  -0.18
H: 1.281 0.453 -1.800  0.12
H: 3.428 6.844 -2.159  0.11
H: 2.316 -4.216 -4.718  0.13
C: 2.035 -3.265 -5.180  -0.20
C: 1.241 -2.452 -4.169  -0.20
H: 2.731 2.399 -1.410  0.07
C: 4.775 4.399 -1.878  -0.16
H: -3.371 -3.932 -0.840  0.09
H: 2.252 -2.931 8.049  0.09
H: 0.344 -2.992 -3.849  0.13

=====

[3]
Here is 5 unconnected molecules or ions with the total composition C28H58Br3NO14P3 from the Open Molecules 2025 dataset. Energies are from ωB97M-V with the def2-TZVPD basis set.

Calculated values
Gap between HOMO and LUMO   5.9258 eV
HOMO   -3.9 eV
Net charge   -1

Each line ends with the Löwdin charge.
Positions of all 107 atoms, in Å:
O: 2.417 -4.654 7.351  0.12
H: -3.208 -3.389 0.511  0.05
C: 2.332 2.357 4.314  -0.01
C: 1.832 -3.963 4.823  -0.20
H: 2.391 4.053 0.446  0.12
H: 2.033 1.293 4.101  0.07
C: 2.455 3.079 2.897  -0.46
C: -5.092 3.735 0.299  -0.23
H: -5.029 3.412 2.488  0.06
H: 0.741 -9.024 2.033  0.12
H: 0.241 -5.366 4.433  0.07
H: 0.379 2.150 -5.175  0.08
H: 0.147 -9.162 3.682  0.12
H: 3.042 3.190 -7.060  0.12
C: -0.402 1.337 1.466  -0.37
H: 1.561 -6.043 5.369  0.08
H: -1.501 -9.684 1.137  0.08
C: 0.623 7.570 -5.805  -0.07
Br: -3.681 0.146 -1.897  0.09
H: 0.921 6.871 -6.589  0.07
H: 2.945 -0.701 -11.349  0.10
H: -1.366 1.881 -5.069  0.10
H: 1.260 8.453 -5.873  0.08
C: -1.510 -7.211 3.455  -0.62
Br: -0.447 -1.171 -0.866  0.69
C: -0.154 -8.948 2.654  -0.22
O: 1.166 -3.383 5.952  0.04
C: 0.731 6.936 -4.431  -0.21
H: 0.455 7.670 -3.672  0.12
O: 3.365 1.239 -10.760  0.00
P: -2.513 1.806 -0.766  0.45
H: 3.811 0.871 -6.523  0.08
H: 4.531 2.979 0.122  0.07
H: 0.119 3.553 1.117  0.09
H: -0.801 -10.950 2.172  0.08
H: 2.136 -3.626 9.654  0.09
C: 1.327 -5.366 4.545  -0.05
C: -0.598 2.580 -5.400  -0.03
O: -0.944 1.999 -1.497  -0.49
H: -4.370 4.024 -0.514  0.03
H: -3.836 -5.949 3.815  0.10
H: 1.778 -5.765 3.635  0.09
H: -2.635 -5.553 5.087  0.10
O: -0.614 -7.597 2.536  0.03
H: 2.268 0.231 -7.062  0.08
H: 3.305 2.377 4.871  0.08
H: -1.678 -3.698 -0.378  0.05
H: -6.089 4.258 0.248  0.06
H: 1.752 6.614 -4.213  0.12
H: 1.823 0.547 -11.984  0.09
O: 3.233 2.140 -8.793  0.04
H: -3.013 -4.381 3.817  0.07
H: -0.103 0.633 2.317  0.09
C: 3.716 2.215 0.264  -0.08
H: 1.484 2.812 4.915  0.08
H: 2.915 -3.944 4.966  0.12
O: -1.940 -7.890 4.353  0.12
C: 1.075 -3.686 9.408  -0.05
C: 2.751 1.112 -6.636  -0.06
H: -2.094 -9.904 2.774  0.07
H: -1.052 2.080 -2.459  -0.01
P: -2.309 1.245 1.412  0.09
H: -1.940 4.406 4.156  0.02
C: 1.561 -3.830 7.148  -0.60
C: -1.772 -1.625 0.450  -0.82
C: -2.510 3.474 3.838  -0.35
C: -2.100 -3.187 0.550  -0.20
C: -4.407 3.958 1.699  -0.52
O: -0.181 5.842 -4.288  0.04
H: 0.524 -3.046 10.096  0.09
H: -5.277 2.617 0.187  0.04
H: 0.189 1.033 0.579  0.00
H: -2.275 0.987 2.846  -0.04
H: 3.925 1.551 1.159  0.07
O: 3.127 4.113 2.828  0.04
H: 1.607 -3.323 3.969  0.13
O: 0.823 -3.220 8.084  0.01
C: 2.609 1.333 -9.657  -0.60
N: 1.769 2.444 1.799  -0.13
H: 1.521 2.569 -7.679  0.11
H: 3.608 1.525 -0.622  0.06
H: -3.534 3.488 4.317  0.02
H: 0.713 -4.710 9.517  0.10
C: 0.173 4.711 -4.906  -0.59
H: -3.780 1.181 1.384  -0.05
C: -1.195 -9.932 2.157  -0.07
O: -1.860 -5.950 3.188  -0.02
H: 1.560 2.576 -0.307  0.11
P: -2.619 3.393 1.922  0.70
C: 2.289 2.928 0.481  -0.22
O: -0.795 3.810 -4.704  0.01
C: 0.259 2.735 1.875  -0.24
Br: -3.737 -1.476 2.480  0.55
H: -4.496 5.062 1.963  0.06
H: -1.946 2.601 4.272  0.01
C: -2.894 -5.442 4.034  -0.03
O: 1.561 0.768 -9.471  0.12
H: -0.710 2.736 -6.474  0.10
O: 1.178 4.542 -5.553  0.12
H: 2.322 1.295 -5.650  0.07
C: 2.575 2.324 -7.530  -0.21
H: 3.468 0.412 -12.624  0.09
H: -0.410 7.859 -6.013  0.08
C: 2.859 0.320 -11.725  -0.05
H: 0.104 3.039 2.942  0.09
C: -2.393 -0.663 1.193  -0.78
H: -1.575 -3.671 1.421  0.07

=====

[4]
Here is 6 unconnected molecules or ions with the total composition C28H58BrCl10N2P from the Open Molecules 2025 dataset. Energies are from ωB97M-V with the def2-TZVPD basis set.

Calculated values
Gap between HOMO and LUMO   8.5793 eV
SMILES string   [H]/N=C(/C)C[PH](CCCCCCCCCCCCCC)(C/C(C)=N/[H])[C@H](Br)CC.ClCCl.ClCCl.ClCCl.ClCCl.ClCCl
HOMO   -8.2 eV

Each line ends with the Löwdin charge.
Positions of all 100 atoms, in Å:
H: -1.153 -0.660 7.564  0.02
Cl: -1.082 1.560 6.801  0.50
C: 5.186 -0.689 -1.138  -0.20
H: -0.946 1.866 -1.160  0.07
C: -2.040 4.887 -1.367  -0.05
H: 0.341 1.671 -6.878  0.07
C: -5.854 0.237 -2.683  -0.15
H: -5.926 0.457 -1.622  0.06
C: -2.031 3.886 -3.830  -0.25
Cl: -0.030 -0.851 5.508  0.53
H: -0.233 -0.451 2.879  0.05
H: -4.515 -5.249 3.656  0.03
H: -4.154 2.052 -4.482  0.05
C: 0.396 1.515 -4.766  -0.52
H: -6.136 -0.801 -2.857  0.07
C: -2.925 1.584 -0.486  -0.26
N: 0.904 0.350 -4.904  0.12
H: -2.974 1.534 1.668  0.11
H: -6.544 0.854 -3.251  0.05
Cl: -0.991 -8.883 2.970  0.48
Br: -5.060 3.260 -2.569  0.69
H: 6.017 1.830 0.660  0.06
H: 4.201 -0.003 1.476  0.09
H: -3.112 4.906 -1.194  0.04
H: 4.446 2.635 -1.793  0.10
H: 1.926 0.203 2.749  0.07
H: 1.805 0.169 0.992  0.08
H: -3.787 0.932 -0.618  0.09
H: 0.395 3.038 -3.226  0.09
C: 4.748 1.824 -1.127  -0.27
H: -3.299 2.598 -0.386  0.06
H: -1.608 3.995 -0.914  0.06
H: 4.895 -1.619 1.417  0.11
H: 3.911 1.635 -0.454  0.06
Cl: 2.385 -4.940 2.594  0.55
H: -1.173 -10.701 4.444  0.02
C: 0.250 -0.944 2.036  -0.21
Cl: -3.414 -10.076 4.128  0.50
H: 0.376 1.370 -2.708  0.06
C: -3.453 -5.166 3.458  -1.02
C: 5.959 2.309 -0.317  -0.12
H: 4.250 0.458 -2.698  0.11
H: 0.912 3.173 -6.067  0.09
H: 2.403 -2.411 1.262  0.07
H: 3.106 -0.369 -0.692  0.10
H: 3.560 3.641 4.300  0.03
H: 0.589 -4.058 3.828  0.02
H: -1.230 3.946 -4.558  0.05
C: 1.705 -0.435 1.893  -0.21
H: -0.568 -1.630 0.183  0.10
C: 5.056 0.584 -1.969  -0.23
H: 0.386 -5.796 3.494  0.00
C: -1.674 4.962 -2.823  -0.45
Cl: -2.590 -6.337 4.461  0.49
C: -0.417 -0.059 7.042  -1.01
H: -1.608 5.735 -0.837  0.08
Cl: 3.162 2.849 2.117  0.56
N: -0.993 5.928 -3.299  0.13
Cl: 1.390 2.729 4.430  0.50
C: 2.754 -1.551 1.830  -0.22
H: 3.043 -1.845 2.839  0.10
H: -2.636 -0.814 0.221  0.10
H: 0.973 -0.121 -4.002  0.04
H: -2.938 4.127 -4.384  0.08
H: 5.965 0.775 -2.541  0.11
H: -3.751 -0.094 -2.468  0.08
C: -3.941 1.869 -3.428  -0.76
C: 4.024 -1.025 1.130  -0.21
H: 0.304 -2.015 2.218  0.04
C: -1.856 1.429 -1.570  -0.30
C: 0.227 2.329 -6.021  -0.06
H: 6.012 -0.578 -0.432  0.10
C: -4.408 0.427 -3.164  -0.34
H: -2.005 1.157 -4.361  0.07
H: -0.080 0.048 0.133  0.09
Cl: -2.936 -3.512 3.790  0.50
H: -2.397 -0.707 1.947  0.10
C: -0.568 -0.698 0.757  -0.20
H: 5.905 3.384 -0.146  0.06
P: -2.033 2.094 -3.284  0.86
H: 5.458 -1.514 -1.798  0.10
C: -0.052 2.062 -3.437  -0.26
H: -0.788 2.730 -6.067  0.06
Cl: -0.363 -4.454 1.718  0.54
C: -2.308 1.195 0.875  -0.19
C: 3.892 -1.066 -0.394  -0.20
C: 0.692 -4.841 3.084  -1.00
H: 6.879 2.115 -0.868  0.07
C: 3.068 2.774 3.878  -1.01
H: -1.371 1.746 0.994  0.11
C: -2.041 -0.319 0.994  -0.19
H: -1.761 -11.094 2.810  0.02
H: 3.584 -2.075 -0.666  0.11
H: -1.625 0.366 -1.677  0.10
C: -1.751 -10.351 3.597  -1.02
H: -0.793 6.619 -2.578  0.05
H: -4.327 -0.106 -4.113  0.11
H: 0.491 0.025 7.625  0.02
H: 3.556 1.861 4.201  0.03
H: -3.237 -5.388 2.420  0.01

=====

Max |F| (eV/A)
9.4, 3.6, 2.8, 1.2